1.
Computed, not measured: a 2-piece molecular cluster, C4H7Br2N2OS overall in a non-equilibrium geometry, with ωB97M-V/def2-TZVPD.

Cartesian coordinates (Å):
C -1.393 0.504 0.829
C 0.177 -1.510 0.601
C 0.397 -0.292 -0.260
C 0.847 -0.411 -1.649
N -0.542 0.689 -0.108
N -2.228 1.427 1.193
O 1.954 0.446 0.666
S -1.116 -0.847 1.806
Br 2.279 -1.799 -1.849
Br 1.482 1.311 -2.366
H -0.294 -2.360 0.033
H 1.144 -1.925 1.182
H -0.043 -0.790 -2.303
H -0.202 1.580 -0.421
H -2.192 2.224 0.690
H -2.981 1.477 1.879
H 2.711 0.278 0.075

Calculated values
Lowest unoccupied orbital energy = -4.3 eV
E_HOMO = -13.87 eV
Largest force on an atom = 5.567 eV/A
E_tot = -160200.5947 eV
Total charge = +1
ΔE to the lowest compared entry with this formula, charge and spin = 175.1 kJ/mol

---

2.
Computed, not measured: C3H2Br3O2 as an isolated structure in a non-equilibrium geometry, with ωB97M-V/def2-TZVPD.

Cartesian coordinates (Å):
C -1.131 1.199 -0.187
C -0.712 -0.361 0.132
C 1.048 -0.505 0.049
O -2.334 1.302 -0.158
O -0.123 1.916 -0.429
Br 1.945 0.402 1.544
Br 1.338 -2.350 -0.024
Br 1.860 0.229 -1.600
H -0.952 -0.623 1.197
H -0.939 -1.208 -0.526

Calculated values
Lowest unoccupied orbital energy = 2.9 eV
E_HOMO = -4.54 eV
Largest force on an atom = 3.905 eV/A
E_tot = -217366.5560 eV
Total charge = -1
ΔE to the lowest compared entry with this formula, charge and spin = 120.0 kJ/mol

---

3.
Computed, not measured: a 2-piece molecular cluster, C11H16N6O4S2 overall in a non-equilibrium geometry, with ωB97M-V/def2-TZVPD.

Cartesian coordinates (Å):
N -2.039 1.352 0.121
C -0.551 0.980 0.011
O 0.021 1.904 -0.986
S 1.717 1.767 -1.087
O 2.410 3.023 -0.430
O 2.267 1.707 -2.541
C 2.310 0.279 -0.115
C 1.311 -1.020 -0.151
N 1.546 -1.768 1.178
C 2.685 -2.533 1.093
S 3.753 -3.893 0.965
C -0.302 -0.616 -0.316
N -1.018 -1.412 0.787
C -0.882 -1.019 -1.832
C -2.169 -2.030 -1.853
C -2.775 -2.419 -3.357
C -2.016 -1.725 -4.671
C -0.738 -0.755 -4.340
N -0.159 -0.409 -2.997
H -2.619 0.776 -0.527
H -2.093 2.346 -0.213
H -0.041 1.234 1.050
H 2.511 0.571 1.022
H 3.364 -0.031 -0.569
H 1.675 -1.742 -1.000
H -0.946 -2.440 0.621
H -2.039 -1.197 0.808
H -2.695 -2.518 -0.925
H -3.693 -3.138 -3.454
H -2.449 -1.961 -5.735
H -0.202 -0.265 -5.288
C 0.629 1.804 3.958
O 0.977 1.061 3.054
N 1.497 2.571 4.644
N -0.652 1.924 4.350
H 1.230 3.189 5.391
H 2.472 2.511 4.381
H -1.337 1.364 3.859
H -0.958 2.530 5.092

Calculated values
Lowest unoccupied orbital energy = -0.5 eV
E_HOMO = -9.15 eV
Largest force on an atom = 8.283 eV/A
E_tot = -50456.0844 eV
Structure (SMILES) = N[C@@H]1OS(=O)(=O)C[C@@H](N=C=S)[C@]1(N)c1ccccn1.NC(N)=O

---

4.
Computed, not measured: C25H28F6FeN3O3 as an isolated structure, with ωB97M-V/def2-TZVPD.

Cartesian coordinates (Å):
Fe -0.263 0.228 0.507
C 2.989 1.071 -0.385
N 2.079 -0.069 -0.262
C 1.847 -0.738 -1.560
C 1.392 0.173 -2.695
C 0.317 1.186 -2.325
N -0.747 0.610 -1.516
C -1.944 0.652 -1.975
C -3.159 0.328 -1.275
C -4.353 0.250 -2.015
C -5.561 0.036 -1.402
C -5.597 -0.068 -0.003
C -4.454 0.025 0.749
C -3.197 0.212 0.135
O -2.129 0.292 0.865
C 2.689 -1.083 0.623
C 3.031 -0.627 2.039
C 1.859 0.044 2.763
N 0.640 -0.588 2.308
C 0.004 -1.413 3.049
C -1.014 -2.301 2.545
C -1.722 -3.117 3.443
C -2.595 -4.078 3.000
C -2.754 -4.256 1.617
C -2.068 -3.480 0.715
C -1.186 -2.463 1.144
O -0.567 -1.731 0.264
H 3.983 0.743 -0.720
H 3.085 1.572 0.576
H 2.612 1.802 -1.092
H 1.094 -1.506 -1.376
H 2.764 -1.251 -1.884
H 1.026 -0.484 -3.487
H 2.233 0.728 -3.119
H -0.082 1.645 -3.234
H 0.744 1.990 -1.723
H -2.079 1.003 -3.003
H -4.299 0.358 -3.093
H -6.470 -0.037 -1.983
H -6.548 -0.216 0.495
H -4.477 -0.046 1.829
H 3.614 -1.454 0.157
H 1.987 -1.915 0.665
H 3.887 0.051 2.052
H 3.338 -1.531 2.572
H 1.810 1.091 2.484
H 1.988 -0.024 3.850
H 0.291 -1.523 4.101
H -1.565 -2.970 4.507
H -3.141 -4.695 3.700
H -3.429 -5.020 1.253
H -2.195 -3.610 -0.352
C -1.011 2.713 3.053
C -0.352 3.052 1.718
O 0.129 1.959 1.059
C -1.381 3.789 0.815
F -2.554 3.148 0.793
F -0.956 3.877 -0.452
F -1.630 5.040 1.244
C 0.853 4.000 1.966
F 1.387 4.456 0.827
F 0.549 5.061 2.726
F 1.831 3.340 2.616
H -1.774 1.957 2.870
H -1.469 3.590 3.508
H -0.262 2.307 3.731

Calculated values
<S²> = 8.759
Lowest unoccupied orbital energy (spin up / spin down) = 0.4 / -0.4 eV
2S+1 = 6
E_HOMO (spin up / spin down) = -7.79 / -7.71 eV
Largest force on an atom = 0.995 eV/A
E_tot = -87687.2523 eV
ΔE to the lowest compared entry with this formula, charge and spin = 0.0 kJ/mol

---

5.
Computed, not measured: one molecule with the formula C3H6N2OS2 in a non-equilibrium geometry, with ωB97M-V/def2-TZVPD.

Cartesian coordinates (Å):
C 0.579 1.428 -3.200
C 0.354 0.392 -2.049
C 0.075 -0.413 1.359
H 0.724 0.660 -3.995
H 1.693 1.783 -2.890
H -0.049 2.387 -3.491
H -0.770 1.695 -0.816
H 2.065 -0.326 1.828
H 1.670 -0.133 0.054
N -0.670 0.678 -1.109
N 1.417 -0.346 1.010
O 1.181 -0.500 -1.923
S -1.268 -0.225 0.105
S -0.361 -0.577 2.941

Calculated values
Lowest unoccupied orbital energy = 0.3 eV
E_HOMO = -8.45 eV
Largest force on an atom = 3.120 eV/A
E_tot = -29905.4863 eV
Structure (SMILES) = CC(=O)NSC(N)=S
ΔE to the lowest compared entry with this formula, charge and spin = 177.4 kJ/mol

---

6.
Computed, not measured: a 6-piece molecular cluster, C42H46I2N7O15PS overall in a non-equilibrium geometry, with ωB97M-V/def2-TZVPD.

Cartesian coordinates (Å):
C 0.970 -1.461 4.526
C 0.352 -2.191 3.216
O -0.615 -2.957 3.486
N 0.861 -2.058 1.855
C 2.339 -2.079 1.789
C 0.198 -1.039 1.006
P 1.102 0.675 0.926
C 1.691 1.224 2.630
O 2.539 0.520 -0.050
C 0.311 -1.579 -0.527
C -0.519 -2.931 -0.794
C 0.218 -4.267 -0.344
I -0.256 -5.559 1.320
C 1.334 -4.660 -1.157
C 1.849 -3.868 -2.436
I 2.436 -6.499 -0.663
S -2.228 -2.653 -0.140
O -3.029 -3.927 0.089
O -2.975 -1.949 -1.268
O -2.254 -1.824 1.298
C -1.331 -0.701 1.344
C -1.961 0.495 0.428
N -3.458 0.588 0.615
H 0.275 -0.566 4.715
H 0.847 -2.154 5.421
H 2.053 -1.149 4.397
H 2.790 -1.984 0.753
H 2.873 -1.320 2.454
H 2.669 -3.114 2.181
H 0.832 1.063 3.355
H 2.693 0.805 2.966
H 1.836 2.366 2.563
H 2.290 0.864 -0.942
H -0.095 -0.802 -1.277
H 1.378 -1.782 -0.851
H -0.637 -2.999 -1.939
H 2.441 -4.624 -3.072
H 1.043 -3.354 -3.047
H 2.632 -3.109 -2.059
H -1.412 -0.275 2.415
H -1.576 1.525 0.760
H -1.807 0.328 -0.685
H -3.951 0.126 -0.155
H -3.736 0.236 1.536
C 6.822 0.396 -4.495
C 6.236 -0.704 -3.876
C 4.911 -0.645 -3.459
C 4.181 0.523 -3.671
C 4.763 1.630 -4.283
C 6.089 1.563 -4.694
N 2.778 0.581 -3.257
O 2.304 -0.404 -2.705
O 2.158 1.607 -3.486
H 7.855 0.344 -4.824
H 6.812 -1.610 -3.722
H 4.466 -1.508 -2.979
H 4.202 2.543 -4.446
H 6.552 2.418 -5.174
C 5.572 0.467 8.362
C 5.507 -0.897 8.095
C 5.765 -1.369 6.813
C 6.090 -0.463 5.805
C 6.149 0.904 6.064
C 5.887 1.367 7.349
N 6.387 -0.958 4.459
O 6.307 -2.161 4.264
O 6.700 -0.139 3.608
H 5.375 0.831 9.366
H 5.259 -1.594 8.889
H 5.712 -2.434 6.617
H 6.397 1.614 5.283
H 5.933 2.429 7.562
C -6.103 -6.518 -0.775
C -6.929 -7.637 -0.819
C -6.378 -8.913 -0.768
C -4.996 -9.056 -0.667
C -4.164 -7.940 -0.629
C -4.722 -6.667 -0.684
N -4.412 -10.397 -0.586
O -5.171 -11.353 -0.641
O -3.200 -10.484 -0.465
H -6.537 -5.523 -0.809
H -8.005 -7.515 -0.891
H -7.032 -9.777 -0.803
H -3.087 -8.041 -0.556
H -4.078 -5.792 -0.652
C -0.976 6.148 -2.455
C -0.063 6.779 -1.615
C 0.282 6.199 -0.399
C -0.290 4.981 -0.038
C -1.209 4.347 -0.871
C -1.551 4.936 -2.083
N 0.090 4.353 1.228
O 0.886 4.945 1.944
O -0.407 3.270 1.497
H -1.238 6.600 -3.403
H 0.381 7.724 -1.909
H 0.994 6.700 0.246
H -1.662 3.401 -0.594
H -2.263 4.450 -2.741
C -7.245 8.553 -2.991
C -7.570 7.652 -4.000
C -6.575 6.886 -4.597
C -5.256 7.029 -4.172
C -4.923 7.935 -3.168
C -5.924 8.698 -2.578
N -4.209 6.206 -4.780
O -4.533 5.437 -5.668
O -3.067 6.335 -4.358
H -8.025 9.146 -2.524
H -8.601 7.544 -4.319
H -6.841 6.187 -5.382
H -3.898 8.054 -2.835
H -5.676 9.405 -1.794

Calculated values
Lowest unoccupied orbital energy = -1.1 eV
E_HOMO = -7.91 eV
Largest force on an atom = 7.657 eV/A
E_tot = -121749.5699 eV